--- P ---
23
Properties=species:S:1:pos:R:3:nbo_charge:R:1 method="wB97M-V/def2-TZVPD" gap_ev=9.5 e_homo_ev=-8.7
O -3.07377 0.66601 0.00467 -0.404
O -0.64758 1.74585 -0.25224 -0.473
N -0.76577 0.55807 -0.01036 0.298
N -1.84235 -0.10401 0.08907 -0.027
C 2.54520 1.28840 1.48451 -0.660
C 0.56686 -0.15711 0.26907 0.021
C -4.29038 -0.06620 -0.16922 -0.251
C 1.66680 -0.00591 -0.74513 0.071
C 1.91652 -0.29983 -2.19453 -0.645
C 0.44927 -1.42665 0.93687 -0.632
C 1.81262 0.62033 0.38197 0.067
H 1.93497 0.59713 -2.68289 0.236
H 2.33012 2.41696 1.34831 0.254
H -5.00601 0.54422 0.32610 0.207
H -0.11879 -2.05626 0.35257 0.221
H 0.99185 -0.92415 -2.46647 0.231
H 3.53955 1.06398 1.21918 0.230
H 2.85120 -0.77626 -2.30822 0.230
H 2.14595 0.81935 2.47072 0.235
H 0.08775 -1.43901 1.94074 0.213
H -4.40597 -0.33694 -1.31831 0.178
H 1.46915 -1.65495 1.00522 0.213
H -4.15716 -1.07304 0.31837 0.185


--- Q ---
23
Properties=species:S:1:pos:R:3:nbo_charge:R:1 method="wB97M-V/def2-TZVPD" gap_ev=8.3 e_homo_ev=-7.8
O 2.55838 0.85687 -0.35263 -0.522
O 4.53267 -0.21261 -0.78266 -0.503
N 0.80592 -1.71188 -0.11870 0.066
N 1.22025 -2.52271 -0.76321 -0.076
C -0.91440 1.43922 0.48734 -0.588
C -2.13550 -0.51451 -0.27442 -0.608
C -0.74048 0.13449 -0.29332 -0.059
C -0.30606 0.54307 -1.69475 -0.594
C 0.56387 -0.54323 1.92404 -0.617
C 0.25840 -0.72712 0.46086 -0.043
C 3.53656 0.31854 -0.61478 1.024
H -0.01854 1.79010 0.85998 0.211
H 0.26727 -0.33214 -2.19999 0.200
H -2.29262 -0.88320 0.72911 0.205
H -2.23806 -1.48039 -0.89520 0.213
H -2.96884 0.18035 -0.46475 0.212
H 0.22503 1.43215 -1.68238 0.211
H -0.33924 -0.61945 2.53710 0.208
H 1.00880 0.32374 2.24008 0.211
H -1.58753 1.17159 1.23866 0.204
H 1.08476 -1.44866 2.26041 0.223
H -1.12648 0.68108 -2.36365 0.212
H -1.39411 2.12473 -0.23715 0.209


Going by the energies, Q is most stable and the next is 0.2183 hartree up.